Entry 1:
{
  "formula": "C31H15AlF4N8O5",
  "method": "ωB97M-V/def2-TZVPD",
  "symbols": ["Al", "C", "C", "N", "C", "C", "N", "C", "O", "O", "C", "O", "O", "H", "H", "H", "H", "H", "O", "C", "N", "C", "C", "C", "C", "C", "C", "N", "C", "C", "C", "C", "C", "C", "H", "H", "H", "H", "H", "H", "H", "H", "H", "H", "F", "C", "C", "F", "C", "C", "C", "F", "C", "C", "C", "N", "C", "N", "F", "C", "C", "N", "C", "N"],
  "xyz": [[-0.886541, 0.476924, 2.140420], [2.954918, 0.744629, 4.193272], [2.167802, 1.690237, 3.389726], [1.049662, 1.498844, 2.690548], [0.837891, 2.733649, 2.030088], [1.838093, 3.566209, 2.292886], [2.626186, 2.876938, 3.146158], [2.378784, 4.969425, 1.985353], [1.591743, 5.827679, 1.371711], [3.497631, 5.231677, 2.330733], [-0.390240, 3.047183, 1.240767], [-0.484080, 4.157218, 0.739576], [-1.262998, 2.018323, 1.227169], [3.531954, 1.307782, 4.918546], [3.686436, 0.266101, 3.558349], [2.361396, 0.055813, 4.724186], [3.544760, 3.312975, 3.351872], [0.810103, 5.293473, 1.171868], [-1.685801, -0.289542, 6.086345], [-1.466059, 0.013337, 4.990356], [-1.198038, 0.357917, 3.885110], [-2.407404, -4.500141, 3.403067], [-1.138591, -3.939433, 3.259468], [-0.876451, -2.784935, 2.581614], [-1.997761, -2.094533, 2.028325], [-3.266447, -2.694312, 2.145381], [-3.532660, -3.797097, 2.932744], [-1.889939, -0.821455, 1.328960], [-2.112658, -0.903196, -0.057913], [-2.871239, 0.069553, -0.651459], [-2.950234, 0.149907, -2.028466], [-2.317952, -0.756299, -2.849411], [-1.603038, -1.783194, -2.269605], [-1.486149, -1.846535, -0.881934], [-2.430852, -5.433380, 3.932322], [-0.267179, -4.536183, 3.530746], [0.072257, -2.455176, 2.289566], [-4.102166, -2.140625, 1.727664], [-4.531336, -4.221775, 2.852811], [-3.238256, 0.921326, 0.005375], [-3.428589, 0.978143, -2.432001], [-2.597393, -0.709445, -3.911225], [-1.128782, -2.610106, -2.838587], [-0.977544, -2.738351, -0.479506], [3.838525, -1.029002, -3.458756], [2.718438, -0.357521, -3.600101], [2.154834, -0.189855, -4.845838], [2.957482, -0.511813, -5.918128], [0.814887, 0.395974, -5.051518], [0.110938, 0.825811, -3.852245], [0.713732, 0.703707, -2.675329], [0.157156, 1.182195, -1.530074], [1.926016, -0.118794, -2.441907], [2.122200, -0.670608, -1.247492], [1.211747, -0.661484, -0.094702], [0.731384, -0.386392, 0.903225], [3.258628, -1.549287, -1.004769], [4.171581, -2.207662, -0.710576], [-0.921935, 1.599658, -4.024474], [0.303014, 0.423149, -6.280868], [-1.019085, 0.870340, -6.441611], [-2.099043, 1.091053, -6.664464], [0.919071, 0.068263, -7.581282], [1.507194, 0.012745, -8.562057]],
  "forces_ev_per_angstrom": [[0.5070, 0.2580, -0.3321], [0.6661, 0.6823, -0.0295], [-1.2245, -2.0347, -0.5417], [-0.8478, 1.6811, -0.4525], [-1.4732, -1.5155, -0.3321], [1.4221, 1.9904, 0.1886], [2.9538, 2.9275, 0.0577], [-0.2561, -0.4338, 0.0173], [0.4378, -0.5075, 0.2762], [0.3645, -0.0742, 0.2586], [-0.3177, -1.5535, 0.5846], [-0.5722, -0.8687, 0.0197], [1.4557, 1.4987, 0.0157], [0.0485, 0.1145, 0.2204], [0.0692, -0.4985, -0.1946], [-0.7235, -0.9847, 0.3958], [-0.7700, -0.6315, 0.2777], [-1.3201, 0.0827, -0.6603], [-0.3766, -0.4448, 1.4244], [0.3373, 0.3251, -0.9249], [-0.1529, 0.0346, -0.1130], [-0.0997, 0.9520, 0.4621], [0.6783, -1.4615, -0.0052], [-3.1019, 1.2662, -1.1902], [0.2799, -0.3603, 0.0681], [-0.0367, 1.6773, 0.4520], [1.2697, -1.2379, -1.2227], [-0.0662, -1.5411, 0.5361], [0.6265, -0.3011, 0.6375], [-0.2532, 2.2328, 0.4531], [0.6329, -0.4217, 0.9386], [-0.9793, -0.2776, -0.9181], [0.4936, -1.0676, 0.2007], [0.0832, -1.0104, -0.2393], [-0.4795, -0.3015, 0.0900], [-0.2759, 0.0330, 0.3364], [1.4753, 0.3761, 0.1598], [0.0606, -0.0680, -0.1561], [0.1747, 0.0247, 0.6305], [0.1806, -1.3500, -0.9925], [-1.0695, 1.2354, -0.8624], [0.6861, -0.1223, 0.2949], [-0.4388, 0.7543, 0.1525], [-0.1516, 0.6947, 0.1186], [0.5169, 0.1826, -0.1925], [-1.0933, -0.5261, -2.2718], [2.0522, 0.1754, 0.6323], [-1.6728, 0.3692, 1.4482], [2.1247, -1.4370, 0.1572], [1.3607, 0.7696, -0.3772], [-0.1138, -0.5019, 2.0143], [0.3413, -0.2039, -1.3953], [-2.0526, 1.2567, -0.4725], [0.5366, -2.0437, 1.7589], [1.3244, 1.1199, -1.4762], [-0.4811, -0.2373, 0.5802], [1.0916, -0.4895, 0.6736], [-1.4922, 0.9446, -0.4557], [-0.8380, 0.2675, 0.2169], [-0.0181, -0.0705, -1.8449], [1.5746, -0.6131, -0.0938], [-3.1091, 0.8163, -0.6012], [0.1195, 0.7598, 2.0772], [-0.0877, -0.3121, -0.4783]],
  "lowdin_charge": [0.118, 0.034, -0.330, 0.156, -0.109, -0.064, 0.161, -0.448, 0.171, 0.120, -0.427, 0.101, 0.020, 0.092, 0.094, 0.076, 0.195, 0.065, 0.134, -0.422, 0.165, -0.081, -0.105, -0.048, -0.243, -0.033, -0.067, -0.009, -0.309, -0.023, -0.081, -0.131, -0.096, -0.043, 0.092, 0.106, 0.071, 0.117, 0.105, 0.142, 0.091, 0.112, 0.116, 0.124, 0.152, -0.145, -0.045, 0.101, -0.015, -0.181, -0.088, 0.125, -0.025, -0.084, -0.019, 0.286, -0.149, 0.204, 0.163, -0.115, -0.198, 0.236, -0.125, 0.208],
  "e_above_lowest_kcal_mol": 14.2,
  "lumo_energy_ev": -3.664,
  "gap_ha": 0.1622
}

Entry 2:
{
  "formula": "C31H17BrIN4O3Pt",
  "method": "ωB97M-V/def2-TZVPD",
  "symbols": ["Pt", "Br", "C", "C", "C", "C", "C", "C", "N", "N", "C", "C", "C", "C", "O", "C", "N", "C", "C", "C", "C", "H", "H", "H", "H", "H", "H", "H", "H", "H", "N", "C", "C", "C", "C", "C", "C", "C", "C", "C", "H", "H", "H", "H", "I", "C", "C", "C", "C", "C", "C", "C", "O", "O", "H", "H", "H", "H"],
  "xyz": [[-1.607116, -0.494462, 0.820875], [7.602411, 0.329119, 0.584174], [6.756194, 1.857465, 0.007882], [6.802053, 2.209445, -1.355865], [5.792467, 2.998295, -1.854089], [4.794006, 3.540838, -0.997691], [4.942844, 3.423291, 0.421045], [5.903619, 2.562351, 0.912658], [3.656556, 3.944410, -1.629721], [2.667568, 4.403850, -0.886118], [1.488593, 3.781864, -1.074750], [0.433021, 4.285742, -0.299585], [-0.603382, 3.482677, 0.080391], [-0.738886, 2.124206, -0.247814], [-1.735893, 1.421609, 0.242425], [0.284316, 1.590578, -1.154420], [0.294019, 0.285809, -1.411404], [1.185964, -0.169169, -2.271217], [2.074590, 0.647442, -2.969360], [2.091484, 1.983988, -2.692617], [1.324831, 2.458256, -1.644162], [7.533352, 1.742768, -2.039105], [5.740066, 3.208597, -2.911516], [4.226598, 3.940288, 1.038025], [5.992255, 2.359224, 1.999295], [0.514401, 5.278492, 0.123067], [-1.389116, 3.952937, 0.703217], [1.150461, -1.265646, -2.420878], [2.643412, 0.177328, -3.763607], [2.724894, 2.688357, -3.210418], [-10.043530, -2.606929, -3.686460], [-8.983227, -2.398321, -3.257882], [-7.687084, -2.114917, -2.730347], [-7.361741, -0.762458, -2.464072], [-6.105105, -0.454425, -1.987062], [-5.228193, -1.505288, -1.586916], [-5.563424, -2.835813, -1.863448], [-6.825025, -3.139605, -2.324637], [-3.980414, -1.218584, -1.075861], [-2.983010, -0.905602, -0.351226], [-8.057472, 0.047683, -2.737675], [-5.774561, 0.563026, -1.751295], [-4.836371, -3.617116, -1.637590], [-7.135389, -4.165583, -2.463976], [1.797362, -5.074375, 7.315506], [1.216645, -4.067843, 5.573466], [0.324352, -4.662786, 4.672784], [-0.106216, -3.972529, 3.552656], [0.284846, -2.642661, 3.366635], [1.200150, -2.076981, 4.253880], [1.702962, -2.790336, 5.323437], [-0.366085, -1.848923, 2.317187], [-1.175365, -2.373656, 1.519293], [-0.155891, -0.601380, 2.243110], [-0.008217, -5.657447, 4.878515], [-0.627541, -4.481441, 2.763976], [1.518665, -1.057957, 4.025886], [2.413292, -2.327704, 6.013399]],
  "forces_ev_per_angstrom": [[-0.1254, 0.1398, -1.5055], [0.8606, -0.7375, 0.4568], [-1.0866, 1.6194, -0.0610], [-0.0622, -0.7394, 0.2084], [0.1688, 0.5077, 0.3919], [-0.5310, -0.6087, -0.1745], [0.1876, -0.2686, -0.8563], [0.5373, -0.5579, -0.0591], [1.7890, 0.8911, 0.0175], [-1.0743, -0.6133, -1.0272], [0.8029, 0.5676, 1.3344], [-0.3055, -0.1040, 0.1283], [-1.5426, 0.7226, 0.5544], [-0.1283, -0.7694, 0.1116], [0.7572, 1.1045, -0.1174], [0.6680, 0.9535, 0.8565], [-0.0278, -0.3623, -0.6472], [-0.4296, -0.8091, 0.3820], [-0.3730, -0.8779, -0.7116], [0.7248, 0.0528, 0.0137], [-1.3192, -0.1738, 0.2281], [-0.4856, 0.2397, 0.5443], [-0.1421, 0.0009, -0.0799], [-0.0067, -0.0327, 0.2387], [-0.1401, 0.1066, -0.8775], [0.0944, 0.0260, -0.1059], [0.4577, -0.6139, -0.2977], [0.2059, 0.6979, -0.0401], [0.1852, 0.2943, 0.0348], [0.1594, -0.2178, -0.0555], [1.1730, 0.2072, 0.4363], [-1.3123, -0.3860, -0.4929], [-0.2569, 0.6525, 0.9517], [0.2530, 0.1413, -0.8622], [0.0199, -0.4274, 1.1009], [-0.6274, 0.1895, -1.6530], [-0.3825, -0.2500, 0.5361], [-0.0339, 0.0967, -0.8436], [4.8342, 1.6383, 3.5264], [-4.8759, -1.2063, -3.5541], [0.3162, -0.5965, 0.1506], [-0.3040, -0.3661, -0.2898], [-0.2938, 0.2265, 0.0324], [0.0343, -0.0688, -0.0773], [-0.0249, 0.0257, -0.1823], [-0.3442, 0.1542, -0.4942], [0.5442, 0.2637, 0.4868], [0.7571, 0.2507, 0.0615], [0.1472, -0.8779, 0.7830], [-0.1317, 0.5503, -0.8444], [0.1187, 0.0778, 0.6789], [1.2012, 0.4831, 0.7418], [-0.7345, -0.2650, -0.1905], [1.1770, -0.0659, 1.1717], [-0.1730, -0.4829, -0.1052], [-0.6391, 0.0015, 0.0233], [-0.0506, -0.2411, 0.3256], [-0.2101, -0.1633, -0.3026]],
  "lowdin_charge": [1.201, 0.758, -0.750, -0.146, -0.035, -0.273, -0.015, -0.130, 0.023, 0.061, -0.240, -0.048, -0.027, -0.312, -0.250, -0.149, 0.110, -0.139, -0.065, -0.035, -0.080, 0.106, 0.106, 0.101, 0.106, 0.106, 0.123, 0.115, 0.098, 0.106, 0.120, -0.214, -0.258, -0.041, -0.022, -0.285, -0.037, -0.044, -0.128, -0.219, 0.119, 0.120, 0.119, 0.110, 0.832, -0.729, -0.140, -0.001, -0.126, -0.009, -0.153, -0.640, -0.093, -0.135, 0.082, 0.120, 0.128, 0.096],
  "s2": 2.101,
  "e_above_lowest_kcal_mol": 7.8,
  "total_charge": -1,
  "lumo_energy_ev": [1.722, 0.741],
  "gap_ha": [0.2113, 0.2097],
  "multiplicity": 3
}